[1]
The following is a DFT calculation (ωB97M-V/def2-TZVPD) of C30H24AlCl80N2O3S as an isolated structure at a distorted geometry.

Atoms and positions in Å:
C: -0.414073 3.079532 3.450600
C: -1.031509 3.527378 2.088518
C: -1.248968 2.336335 1.110747
N: -2.115465 1.327755 1.753147
Al: -1.514638 -0.449913 1.679246
C: -0.385607 -1.035322 3.231816
C: 1.152967 -1.174560 3.040943
C: 1.601121 -1.795625 1.687853
C: 3.151400 -1.878931 1.556031
N: 3.798381 -0.794538 0.768756
C: 3.928905 0.450800 1.469127
C: 3.038885 1.617430 1.015185
O: 4.757995 0.576680 2.443378
S: -3.570396 -1.544729 1.969025
C: -4.057013 -1.171349 3.657916
O: -3.462835 -3.026856 1.876978
O: -4.644557 -0.935738 1.143343
H: 0.223490 2.177233 3.347226
H: 0.209174 3.901641 3.877047
H: -1.223732 2.874749 4.185993
H: -0.433204 4.337067 1.627950
H: -2.051676 3.936228 2.289948
H: -1.746765 2.729282 0.193099
H: -0.269082 1.913178 0.788116
H: -3.009451 1.329242 1.245497
H: -0.949226 -0.822724 0.221263
H: -0.789708 -2.018966 3.574121
H: -0.592653 -0.294712 4.052540
H: 1.537977 -1.863628 3.833535
H: 1.647745 -0.195509 3.239143
H: 1.190121 -1.245084 0.816602
H: 1.229694 -2.841198 1.671370
H: 3.618189 -1.917217 2.568064
H: 3.434399 -2.835070 1.055952
H: 3.329176 -0.688171 -0.144224
H: 2.033085 1.471298 1.462986
H: 2.921841 1.651151 -0.092301
H: 3.449376 2.575660 1.401945
H: -3.682162 -0.169076 3.893609
H: -3.548693 -1.886505 4.341355
H: -5.162000 -1.205908 3.747676
C: 2.817580 5.929634 -2.071351
Cl: 1.351777 5.427754 -1.245657
Cl: 4.066191 4.681568 -1.901455
Cl: 2.468425 6.152226 -3.792948
Cl: 3.403268 7.453835 -1.389269
C: 2.086794 0.635093 -3.882331
Cl: 3.379917 -0.003696 -4.908110
Cl: 2.326696 2.379898 -3.710390
Cl: 0.523937 0.350583 -4.652308
Cl: 2.130450 -0.255525 -2.341027
C: 1.811655 -5.148066 -1.894302
Cl: 3.375059 -5.752965 -2.466826
Cl: 1.802032 -3.380052 -1.980496
Cl: 0.532731 -5.772321 -2.940492
Cl: 1.549213 -5.702874 -0.242481
C: 0.929453 1.016823 7.294988
Cl: 2.387130 1.100208 6.303085
Cl: -0.403893 1.806877 6.454187
Cl: 0.521767 -0.678455 7.601739
Cl: 1.217297 1.833935 8.839532
C: 5.141102 -4.223508 -5.853305
Cl: 6.732415 -3.460657 -5.967864
Cl: 4.105477 -3.307701 -4.763422
Cl: 4.386657 -4.269284 -7.452221
Cl: 5.337452 -5.885040 -5.263508
C: -6.347341 2.236684 3.765474
Cl: -4.741852 1.965050 3.104712
Cl: -6.677735 1.081498 5.063881
Cl: -6.457180 3.878340 4.431700
Cl: -7.546711 2.041707 2.466274
C: 5.491470 3.637054 7.593184
Cl: 6.957881 4.593940 7.853480
Cl: 5.398978 3.136473 5.906312
Cl: 5.535196 2.204910 8.634420
Cl: 4.072527 4.610062 8.000790
C: -4.192766 0.201360 -3.363025
Cl: -2.470788 0.531431 -3.589940
Cl: -4.883808 1.406136 -2.272462
Cl: -5.032873 0.314615 -4.933720
Cl: -4.387273 -1.414003 -2.700894
C: 4.627325 -1.740244 -11.462283
Cl: 5.845593 -2.236727 -12.642818
Cl: 4.983787 -0.103004 -10.898418
Cl: 3.021872 -1.760525 -12.205332
Cl: 4.638681 -2.848291 -10.084528
C: -8.126468 -1.705225 -0.758983
Cl: -8.440414 -1.114366 -2.404759
Cl: -6.764499 -2.815905 -0.793529
Cl: -7.806851 -0.328929 0.303361
Cl: -9.568953 -2.559317 -0.169693
C: 0.018083 9.423459 -0.102065
Cl: 1.588728 10.172118 -0.424368
Cl: -1.110933 10.658071 0.476953
Cl: -0.604729 8.710299 -1.593757
Cl: 0.201017 8.171258 1.128265
C: 1.301703 -7.520001 -8.490834
Cl: 2.386520 -6.907887 -7.247119
Cl: -0.362841 -7.507290 -7.901353
Cl: 1.428888 -6.494984 -9.928703
Cl: 1.764151 -9.181501 -8.912141
C: -6.333495 -2.002498 7.316708
Cl: -4.801193 -1.144861 7.509818
Cl: -6.560627 -2.453121 5.628670
Cl: -6.336838 -3.446386 8.340867
Cl: -7.662604 -0.930790 7.779788
C: 5.130262 -10.536983 -5.454355
Cl: 4.221327 -9.859995 -6.807629
Cl: 4.995886 -9.459397 -4.057038
Cl: 4.470656 -12.122822 -5.032765
Cl: 6.832872 -10.708216 -5.904997
C: -3.017480 4.554097 -6.249049
Cl: -3.967961 5.266542 -7.564725
Cl: -2.903793 5.707996 -4.913521
Cl: -3.791155 3.071422 -5.696361
Cl: -1.387284 4.193169 -6.841405
C: -3.577534 3.347044 9.015264
Cl: -4.451863 3.991637 10.417279
Cl: -2.517141 2.031749 9.522357
Cl: -4.724745 2.740708 7.823430
Cl: -2.599485 4.628536 8.288614
C: -0.479806 -0.479688 -9.183810
Cl: 1.094849 -0.530720 -9.991443
Cl: -0.557155 -1.736713 -7.946089
Cl: -0.705629 1.106421 -8.438980
Cl: -1.751409 -0.750833 -10.385102
C: -4.222502 -5.896426 2.265216
Cl: -2.636944 -5.299937 1.787540
Cl: -4.846334 -4.916449 3.590932
Cl: -5.330692 -5.803955 0.891183
Cl: -4.087594 -7.586549 2.795323
C: 2.203739 -1.708307 11.250300
Cl: 2.825410 -2.273787 12.808785
Cl: 0.663361 -0.877910 11.499815
Cl: 3.364865 -0.594361 10.522585
Cl: 1.960542 -3.092722 10.178765
C: 4.431143 7.615638 -7.200364
Cl: 4.445109 9.371099 -7.419315
Cl: 5.432940 6.859392 -8.446675
Cl: 5.060358 7.212271 -5.603801
Cl: 2.769890 7.020500 -7.344456

Forces on the atoms, in the same order (eV/Å):
C -0.2 0.6 -0.1
C -0.3 -0.3 0.2
C -0.4 0.6 0.3
N -0.2 -0.3 -0.8
Al 0.5 0.5 0.0
C -0.1 0.1 0.3
C 0.0 -0.2 0.4
C 0.6 0.1 0.4
C 0.4 -0.9 0.1
N -0.7 1.2 0.7
C 2.6 0.0 2.4
C 0.4 0.1 0.1
O -3.5 -0.6 -3.6
S -0.9 -0.5 -0.4
C 0.2 -0.4 0.7
O -0.4 2.2 0.0
O 0.4 -0.1 0.2
H -0.4 0.4 0.1
H -0.4 -0.6 -0.2
H 0.6 -0.1 -0.6
H -0.1 -0.4 0.1
H 0.7 -0.1 -0.2
H 0.5 -0.2 0.4
H -0.4 0.2 0.2
H 0.4 0.0 0.2
H -0.1 -0.1 -0.1
H 0.2 0.5 -0.1
H 0.2 -0.7 -0.5
H 0.0 0.5 -0.4
H -0.2 -0.5 -0.3
H 0.1 -0.4 0.5
H -0.1 0.6 -0.2
H -0.2 0.2 -0.8
H -0.2 0.6 0.3
H 0.2 0.1 0.9
H 0.5 0.0 -0.3
H 0.1 0.0 0.7
H -0.2 -0.7 -0.3
H -0.2 -0.2 0.0
H -0.5 0.3 -0.4
H 0.8 0.0 -0.2
C 0.1 0.0 -0.1
Cl 0.0 -0.1 0.1
Cl 0.0 0.2 0.1
Cl -0.1 0.0 0.1
Cl 0.0 -0.2 -0.1
C 0.0 -0.1 -0.3
Cl 0.0 0.1 -0.1
Cl -0.1 -0.3 0.4
Cl 0.1 0.0 0.0
Cl -0.1 0.6 -0.1
C 0.0 0.0 -0.1
Cl 0.0 0.0 0.1
Cl 0.0 -0.2 0.1
Cl 0.0 0.0 0.0
Cl 0.0 0.2 0.0
C 0.0 0.0 0.0
Cl 0.0 0.0 0.0
Cl 0.1 -0.1 0.1
Cl 0.0 0.0 0.0
Cl 0.0 0.1 0.0
C 0.0 0.0 0.0
Cl -0.1 0.0 0.0
Cl 0.1 -0.1 -0.1
Cl 0.1 0.0 0.2
Cl 0.0 0.0 -0.1
C 0.1 0.0 -0.2
Cl -0.1 0.4 0.1
Cl -0.1 0.0 0.0
Cl 0.0 0.0 0.0
Cl 0.0 0.1 0.3
C -0.1 -0.1 0.0
Cl 0.0 0.0 0.0
Cl 0.0 0.0 0.0
Cl 0.0 0.0 0.0
Cl 0.0 0.0 0.0
C 0.0 0.0 0.1
Cl -0.1 0.0 0.0
Cl 0.0 -0.1 0.0
Cl 0.0 -0.2 0.1
Cl 0.0 0.2 -0.1
C -0.1 0.0 0.0
Cl -0.1 0.0 0.0
Cl 0.0 0.0 0.0
Cl 0.2 -0.1 -0.2
Cl 0.1 0.2 -0.3
C 0.0 0.1 0.0
Cl 0.0 0.0 0.0
Cl -0.1 0.1 0.2
Cl 0.1 -0.3 -0.2
Cl 0.0 0.0 0.0
C 0.0 0.0 0.0
Cl -0.1 0.1 0.1
Cl 0.0 0.0 0.0
Cl 0.0 0.0 0.0
Cl 0.0 0.0 -0.1
C 0.0 0.0 0.0
Cl -0.1 -0.1 0.0
Cl 0.1 0.0 0.0
Cl 0.0 0.0 0.0
Cl -0.1 0.1 -0.1
C 0.0 0.0 -0.1
Cl 0.0 0.0 0.0
Cl 0.0 -0.2 0.1
Cl 0.0 0.1 -0.1
Cl 0.0 0.0 0.2
C 0.0 0.0 0.0
Cl 0.1 -0.1 0.1
Cl 0.0 0.0 0.0
Cl 0.0 0.0 0.0
Cl 0.0 0.0 0.0
C 0.0 0.0 0.0
Cl 0.0 0.0 0.0
Cl 0.0 0.0 0.0
Cl 0.1 0.2 -0.1
Cl 0.0 0.0 0.0
C 0.0 0.0 -0.1
Cl 0.1 0.0 -0.1
Cl 0.0 0.0 0.1
Cl -0.1 0.0 0.0
Cl 0.0 0.0 0.0
C 0.1 0.1 0.0
Cl -0.2 0.0 0.2
Cl 0.0 0.1 0.0
Cl 0.0 -0.1 0.0
Cl 0.0 0.0 0.0
C 0.4 0.4 -0.1
Cl 0.4 -1.7 0.0
Cl -0.2 -0.2 0.3
Cl -0.1 0.0 0.0
Cl -0.1 -0.1 0.0
C 0.0 0.0 -0.1
Cl 0.0 0.0 0.0
Cl 0.0 0.0 0.0
Cl 0.0 0.0 0.0
Cl 0.0 0.0 0.0
C 0.0 0.0 0.0
Cl 0.0 -0.1 0.0
Cl 0.0 0.0 0.0
Cl 0.2 0.1 -0.1
Cl 0.0 0.0 0.0

As for the HOMO energy: -5.87 eV. Its multiplicity is 1. The value obtained for the frontier orbital gap is 6.9 eV. Its net charge is -1.

=====

[2]
The following is a DFT calculation (ωB97M-V/def2-TZVPD) of a 2-piece molecular cluster, C6H13N overall.

Atoms and positions in Å:
C: -1.383433 1.227566 -1.480569
N: -0.675572 0.222731 -1.189545
C: 0.765110 0.377556 -1.178538
C: 1.382997 -0.143553 0.118236
C: 2.908150 -0.101463 0.056699
H: -2.470854 1.131833 -1.490888
H: -0.962848 2.214255 -1.727988
H: 1.153441 -0.221499 -2.012470
H: 1.071295 1.425121 -1.349189
H: 1.037019 -1.169864 0.291369
H: 1.022769 0.452808 0.966951
H: 3.270006 0.921932 -0.098475
H: 3.281902 -0.714244 -0.772386
H: 3.357812 -0.479015 0.980182
C: -2.208464 0.156986 1.795055
C: -2.371197 -1.002859 1.169001
H: -1.376419 0.817291 1.557157
H: -2.897408 0.496576 2.563954
H: -3.208183 -1.658798 1.394428
H: -1.682357 -1.318563 0.390810

Forces on the atoms, in the same order (eV/Å):
C 0.1 -0.2 0.0
N -0.2 0.4 -0.2
C 0.2 0.0 -0.1
C 0.0 0.0 0.0
C 0.1 0.0 0.0
H 0.2 0.0 0.0
H 0.0 -0.1 0.1
H 0.0 0.1 0.1
H 0.0 -0.1 0.0
H 0.0 0.2 -0.1
H 0.0 -0.1 -0.2
H 0.0 -0.1 0.0
H 0.0 0.1 0.1
H -0.1 0.1 -0.1
C 0.0 -0.1 0.0
C 0.0 0.1 0.1
H -0.2 -0.1 0.0
H 0.1 -0.1 -0.1
H 0.1 0.1 0.0
H -0.1 0.1 0.1

The SMILES is C=NCCC.C=C. As for the HOMO energy: -9.69 eV. Its multiplicity is 1. The value obtained for the frontier orbital gap is 10.9 eV. Its net charge is 0.

=====

| no. | LUMO level (eV) |
| --- | --- |
| 1 | 1.05 |
| 2 | 1.18 |